Formula: C32H42BaBrN3O3PS2Si
Source: the OMol25 dataset
Level of theory: ωB97M-V/def2-TZVPD

The geometry in XYZ format:
```
86
Properties=species:S:1:pos:R:3:mulliken_charge:R:1
Ba 0.20333 0.64488 0.45864 0.444
C -0.13263 -2.69796 1.55692 -0.833
N -0.39585 -1.51830 2.39579 1.215
C -1.81983 -1.43271 2.72838 -1.736
C -2.67092 -0.89255 1.58829 0.156
N -2.51266 0.55286 1.41830 0.863
C -3.20945 1.01796 0.21679 -0.947
C -2.86297 1.36425 2.56202 -0.546
C -3.86145 0.95130 3.44124 -0.036
C -4.21490 1.70747 4.54689 -0.996
C -3.56411 2.91322 4.76941 -0.534
C -2.58750 3.34204 3.88995 -0.692
C -2.20588 2.59402 2.76595 0.462
S -0.99062 3.23633 1.67756 -0.474
C 0.48268 -1.52206 3.54483 -0.439
C 0.00877 -1.89655 4.80002 -0.183
C 0.83154 -1.90101 5.91641 -0.921
C 2.16239 -1.54196 5.77450 -0.559
C 2.64908 -1.19119 4.52674 -0.707
C 1.84025 -1.16946 3.38570 0.668
S 2.57666 -0.72010 1.84699 -0.369
H -0.49765 -3.60986 2.05067 0.243
H 0.93808 -2.78182 1.38508 0.379
H -0.62671 -2.59841 0.58915 -0.140
H -1.92546 -0.77041 3.58659 0.954
H -2.21766 -2.41560 3.02505 0.348
H -3.71958 -1.18010 1.75354 0.220
H -2.38404 -1.35855 0.63973 -0.442
H -4.29245 0.84327 0.28884 0.286
H -2.82800 0.47737 -0.65638 0.166
H -3.02322 2.08479 0.09015 0.349
H -4.36819 0.00970 3.27055 0.311
H -4.98485 1.35561 5.22191 0.388
H -3.81451 3.52003 5.63152 0.345
H -2.07767 4.28219 4.05727 0.403
H -1.02532 -2.19096 4.91711 0.368
H 0.43190 -2.18540 6.88160 0.368
H 2.82481 -1.53067 6.63183 0.344
H 3.68721 -0.90856 4.40857 0.393
Br -0.98475 6.81241 -1.79365 -0.209
C -0.87211 4.97222 -2.20094 -0.376
C -1.51801 4.45275 -3.30772 -0.249
C -1.39892 3.09459 -3.54878 -1.142
C -0.63388 2.33125 -2.68214 -0.016
N -0.01812 2.83533 -1.61377 0.516
C -0.14381 4.13644 -1.36923 -0.456
H -2.10039 5.09415 -3.95541 0.449
H -1.88795 2.62472 -4.39107 0.518
H -0.53226 1.26311 -2.83441 0.155
H 0.33169 4.53031 -0.47973 0.652
C 3.28182 3.49662 -0.60781 -0.457
O 3.97473 2.46830 -1.30737 -0.514
P 3.16004 1.11131 -1.67369 0.979
O 2.76738 1.46858 -3.20915 -0.549
C 2.06862 0.44190 -3.92106 -0.283
O 4.40230 0.13218 -2.00774 -0.381
C 5.00974 -0.61001 -0.94768 -0.479
H 4.01909 4.07163 -0.05220 0.345
H 2.55577 3.08554 0.10190 0.150
H 2.76068 4.14656 -1.31153 0.267
H 1.65268 0.89990 -4.81643 0.350
H 1.26039 0.01841 -3.32011 -0.395
H 2.74758 -0.36641 -4.19816 0.305
H 5.45185 -1.49964 -1.39233 0.236
H 4.28579 -0.90949 -0.18826 0.023
H 5.79023 -0.00947 -0.47849 0.252
C -2.21168 -2.93672 -1.80385 -1.708
Si -0.93939 -1.51946 -2.11510 1.355
C -1.63981 -0.89887 -3.81405 -1.751
C 0.62559 -2.50166 -2.68260 0.220
C 0.77269 -3.06984 -3.95239 -0.087
C 1.95187 -3.68894 -4.34904 -0.736
C 3.02672 -3.76898 -3.47226 -0.614
C 2.90849 -3.22355 -2.20179 -0.608
C 1.72725 -2.59550 -1.82428 -0.036
H -2.28126 -3.58465 -2.68464 0.535
H -3.20791 -2.52233 -1.61436 0.362
H -1.95306 -3.57037 -0.95071 0.367
H -1.96372 -1.72281 -4.45985 0.484
H -0.90483 -0.31646 -4.38077 0.412
H -2.51143 -0.25468 -3.65325 0.402
H -0.05132 -3.01867 -4.65749 0.229
H 2.03398 -4.10905 -5.34555 0.389
H 3.94880 -4.24829 -3.77926 0.355
H 3.73623 -3.27376 -1.50351 0.541
H 1.68004 -2.15163 -0.83235 0.081
```

The calculation puts the frontier orbital gap at 6.23 eV. The value obtained for the calculated total energy is -5661.49302 Eh. For the molar mass, the calculation gives 857.132 g mol⁻¹. Its total charge is -1.

***

Formula: C32H42BrF13IN4O3PS
Source: the OMol25 dataset
Level of theory: ωB97M-V/def2-TZVPD

The geometry in XYZ format:
```
98
Properties=species:S:1:pos:R:3:mulliken_spin:R:1
O 3.79217 -3.11025 1.05830 0.000
P 2.94383 -3.00742 -0.42529 0.000
Br 1.25099 -1.52440 0.00784 0.002
C 3.98583 -2.25297 -1.79789 -0.004
C 5.04634 -1.14777 -1.65167 0.003
C 5.39420 -0.55032 -0.21719 0.000
C 6.34269 -1.46916 0.68882 0.000
C 7.88219 -1.06746 0.69781 0.000
F 8.36524 -1.34297 2.02724 0.000
F 8.05593 0.35635 0.55023 0.000
C 8.79002 -1.73623 -0.42837 0.000
F 10.14639 -1.37553 -0.12005 0.000
F 8.56899 -1.19162 -1.73662 0.000
C 8.67912 -3.32394 -0.58363 0.000
F 9.79630 -3.71444 -1.39971 0.000
F 7.53170 -3.60157 -1.36317 0.000
C 8.80410 -4.17481 0.75871 0.000
F 7.68887 -4.11012 1.62121 0.000
F 9.92263 -3.71206 1.52541 0.000
C 9.09342 -5.75695 0.52731 0.000
F 8.94977 -6.34124 1.83189 0.000
F 10.43678 -6.01853 0.16008 0.000
C 8.01462 -6.49254 -0.39491 0.000
F 8.08211 -7.89925 -0.15990 0.000
F 6.68073 -6.12703 -0.14201 0.000
F 8.29947 -6.33899 -1.77946 0.000
C 5.77555 -0.61358 -2.92229 -0.004
C 5.57503 -1.11386 -4.38855 0.001
N 6.27282 -0.63723 -5.53901 -0.003
S 5.58431 -1.66656 -6.76597 0.000
N 4.47633 -2.66321 -5.88612 0.003
C 4.51827 -2.27895 -4.50603 -0.001
C 3.72722 -2.83285 -3.27869 0.005
I 2.30875 -4.43503 -3.70327 0.000
H 4.28082 -3.96839 1.13219 0.000
H 4.38914 -0.46751 0.34755 0.000
H 5.75216 0.51897 -0.37018 0.000
H 6.12755 -2.55293 0.41851 0.000
H 5.97166 -1.34084 1.77481 0.000
H 6.53575 0.23784 -2.77059 0.000
C -3.48215 1.60464 -0.62107 0.022
C -2.05973 1.55764 -1.21828 0.017
C -1.64335 2.94486 -1.76035 0.016
C -2.26236 3.29600 -3.10301 -0.018
C -2.00328 2.18726 -4.11584 0.017
C -2.48503 0.80905 -3.62574 0.030
N -1.98850 0.47547 -2.24991 0.306
O -0.67802 0.10980 -2.37489 0.622
C -4.03349 0.77363 -3.66852 0.014
C -2.07629 -0.26122 -4.67113 -0.006
C -1.17751 1.27999 0.03104 -0.026
H -4.28363 1.71665 -1.34233 -0.001
H -3.69862 0.70281 -0.04081 -0.005
H -3.58755 2.45683 0.06300 0.001
H -0.55203 2.97805 -1.87196 0.004
H -1.89473 3.72306 -1.03355 0.001
H -3.33463 3.48206 -2.98833 0.000
H -1.82704 4.23105 -3.46906 0.002
H -2.49740 2.44474 -5.05968 0.001
H -0.92906 2.15492 -4.33466 0.002
H -4.42869 -0.09412 -3.13345 -0.009
H -4.39502 0.70603 -4.69990 0.001
H -4.50127 1.67471 -3.27170 0.001
H -0.99946 -0.27828 -4.85632 0.000
H -2.54269 -0.05392 -5.63976 0.000
H -2.39097 -1.26018 -4.35973 0.000
H -1.37540 0.28821 0.44859 0.003
H -1.38121 2.01275 0.81776 0.000
H -0.10917 1.35043 -0.19046 0.002
C -7.59326 4.23164 4.44160 0.005
C -7.22144 3.40739 3.19047 0.027
C -8.29233 2.32968 2.90268 0.016
C -8.20338 1.11220 3.80865 -0.018
C -6.79251 0.53535 3.78811 0.017
C -5.71799 1.57774 4.15083 0.032
N -5.84732 2.84432 3.35804 0.305
O -5.35818 2.59326 2.11451 0.613
C -5.79901 1.87604 5.66916 0.012
C -4.31937 0.92662 3.99114 -0.007
C -7.32148 4.45911 2.04776 -0.006
H -7.51375 3.70269 5.38443 0.000
H -6.97155 5.12796 4.52445 -0.005
H -8.63648 4.57005 4.38588 0.000
H -8.19252 1.98709 1.86494 0.004
H -9.29338 2.76432 2.98039 0.000
H -8.50709 1.37453 4.82674 -0.001
H -8.91160 0.35215 3.46454 0.002
H -6.74382 -0.31187 4.48162 0.000
H -6.59615 0.12294 2.79099 0.004
H -5.20959 2.75752 5.93567 -0.008
H -5.40512 1.03847 6.25407 0.000
H -6.81766 2.01060 6.03324 0.001
H -4.14873 0.53874 2.98375 0.001
H -4.21276 0.06909 4.66335 0.000
H -3.52251 1.63501 4.23009 0.000
H -6.55614 5.23344 2.15233 0.000
H -8.29613 4.95615 2.06687 0.000
H -7.22020 4.01022 1.05636 0.001
```

Its expectation value of S² is 2.009. The calculation puts the frontier orbital gap (alpha / beta) at 6.62 / 6.63 eV. As for the spin multiplicity: 3. The value obtained for the calculated total energy is -6598.42975 Eh. For the molar mass, the calculation gives 1047.536 g mol⁻¹.